# C8H15CuN3O3

A molecular structure, C8H15CuN3O3 in a non-equilibrium geometry (ωB97M-V/def2-TZVPD, the Open Molecules 2025 dataset).

Structure (XYZ):
```
30
Properties=species:S:1:pos:R:3:forces:R:3
Cu -1.187520 1.144328 0.440206 2.743 -1.498 0.064
O 0.166634 1.221013 -1.951698 -0.614 -0.530 0.888
C -0.043597 0.834264 -3.102555 0.250 -1.347 -1.251
O 1.457833 -1.411838 -1.702925 -1.059 0.907 -0.564
C 1.139044 -1.370207 -2.860737 1.335 -1.403 -0.753
O 1.501483 -2.411820 -3.701300 -0.906 1.757 1.885
N 0.459024 -0.370000 -3.651154 0.501 0.047 1.658
C 1.169307 -2.104986 -5.037552 1.348 -0.702 -0.624
C 0.310285 -0.870673 -5.041625 -0.999 0.092 -0.006
H 0.664810 -2.996510 -5.408275 0.139 0.271 -0.475
H 2.138883 -1.908667 -5.537378 -0.675 -0.350 -0.119
H -0.737227 -1.167615 -5.250557 0.440 0.499 0.175
H 0.672989 -0.183246 -5.816182 -0.206 0.047 0.459
C -0.840088 1.548228 -4.107924 -0.386 0.790 0.767
C -1.612899 2.595667 -3.738955 0.276 -1.029 -2.019
H -0.745720 1.113172 -5.121908 -0.535 1.067 0.707
H -1.782124 2.998229 -2.747459 0.387 -0.193 -0.059
H -2.149118 3.044990 -4.576739 -0.121 0.222 0.521
N -1.200767 -0.664860 1.625643 -0.268 0.472 0.114
C -0.906033 -0.033521 2.934850 0.221 0.464 0.146
C 0.503498 0.538804 2.911127 -0.784 -0.051 0.498
N 0.692780 1.242622 1.622336 1.505 0.570 -0.597
H -2.202744 -0.862238 1.626562 0.204 -0.742 -0.137
H -0.640020 -1.546142 1.580096 -0.638 0.808 -0.988
H -1.630583 0.809658 2.987997 0.317 -0.594 0.736
H -0.970213 -0.778595 3.743604 -0.532 0.475 -0.104
H 0.550559 1.306645 3.697157 0.365 -0.679 0.070
H 1.261666 -0.263830 3.019949 -0.328 0.626 0.108
H 1.014489 2.231255 1.886138 -0.366 -1.655 -1.241
H 1.488367 0.698273 1.133059 -1.617 1.662 0.142
```
Forces are in eV/Å.

ΔE to the lowest compared entry with this formula, charge and spin in kcal/mol: 0.0
Spin multiplicity: 2
Gap between HOMO and LUMO (spin up / spin down) in Eh: 0.2372 / 0.1342
Highest occupied orbital energy (spin up / spin down) in eV: -15.95 / -15.95
Total charge: +2
⟨S²⟩: 0.756


# C6H13BrN

A gas-phase ion, C6H13BrN (charge +1) in a non-equilibrium geometry (ωB97M-V/def2-TZVPD, the Open Molecules 2025 dataset).

Structure (XYZ):
```
21
Properties=species:S:1:pos:R:3:forces:R:3
C -1.526351 1.057946 2.040268 0.677 0.597 1.111
C -1.272593 0.031437 1.270013 0.237 -1.515 -0.783
C 1.627094 -0.686748 0.530669 -2.125 0.104 0.790
C -0.182258 1.519920 -0.454180 -0.891 0.399 -1.513
C 0.390858 -0.949929 -0.363451 -0.675 -1.862 0.925
C -0.726740 0.126865 -0.089264 0.033 -0.293 -1.452
N 0.641209 -0.989315 -1.860140 -0.504 2.731 -0.257
Br -2.309363 -0.412767 -1.367144 0.961 0.390 0.515
H -1.694114 0.699175 3.076547 -0.483 1.386 -0.535
H -1.337270 2.112251 1.677776 -0.574 -1.349 1.053
H -1.418382 -1.007775 1.595970 -0.047 0.500 0.152
H 1.785693 -1.552450 1.116658 0.096 -1.166 0.550
H 2.556447 -0.540137 0.088144 1.457 0.958 -1.124
H 1.341488 0.040781 1.300516 0.494 0.330 -0.540
H 0.617411 1.489121 -1.182211 0.382 -0.303 -0.179
H 0.201641 2.039854 0.388200 0.472 0.136 0.859
H -0.876238 2.247378 -0.934751 -0.109 -0.910 0.527
H 0.154611 -2.089800 -0.120954 -0.531 2.686 -0.473
H -0.134797 -0.499907 -2.454402 1.438 -0.398 1.382
H 0.567335 -1.899842 -2.151877 -0.322 -3.098 -0.863
H 1.594320 -0.736057 -2.106387 0.013 0.677 -0.143
```
Forces are in eV/Å.

ΔE to the lowest compared entry with this formula, charge and spin in kcal/mol: 10.4
Gap between HOMO and LUMO in Eh: 0.3728
SMILES: C=C[C@](C)(Br)[C@H](C)[NH3+]
Highest occupied orbital energy in eV: -13.62
Total charge: +1


# C6H3F3NSSe4Tc

A molecular structure, C6H3F3NSSe4Tc (ωB97M-V/def2-TZVPD, the Open Molecules 2025 dataset).

Structure (XYZ):
```
19
Properties=species:S:1:pos:R:3:forces:R:3
Tc 0.680469 -1.246940 -2.099623 -0.648 0.615 0.114
Se -1.029728 -2.967322 -2.616817 0.407 0.042 0.722
Se 0.874256 -2.970863 -3.892296 0.840 0.101 -0.307
Se 2.723102 -3.050444 -2.162901 -0.889 -0.166 -0.312
Se 3.103161 -0.788363 -2.229375 -0.165 0.134 -0.093
F -2.604940 2.315333 -0.137256 -0.214 -0.106 -0.149
C -1.487797 2.539029 0.557693 0.029 -0.080 0.070
F -0.748060 3.402710 -0.139066 0.194 0.135 -0.135
F -1.824475 3.114468 1.707635 -0.019 0.037 0.192
C -0.733201 1.249865 0.785805 -0.006 0.111 0.020
C -0.450683 0.776235 2.057222 0.033 -0.037 0.085
C 0.257406 -0.409269 2.219879 -0.023 0.073 0.059
C 0.674230 -1.096269 1.100434 0.074 -0.005 -0.073
N 0.392039 -0.631126 -0.119064 -0.162 -0.406 0.011
C -0.294553 0.499849 -0.288940 -0.124 0.126 0.181
S -0.469942 0.738453 -2.026453 0.711 -0.580 -0.343
H -0.783580 1.337545 2.919885 -0.006 -0.002 -0.004
H 0.484652 -0.795744 3.202304 -0.012 0.025 0.005
H 1.237635 -2.017138 1.160938 -0.018 -0.017 -0.044
```
Forces are in eV/Å.

Spin multiplicity: 2
Gap between HOMO and LUMO (spin up / spin down) in Eh: 0.2162 / 0.2303
Highest occupied orbital energy (spin up / spin down) in eV: -12.12 / -12.14
Total charge: +1
⟨S²⟩: 0.937


# C24H50BrClP2Si2W

A molecular structure, C24H50BrClP2Si2W in a non-equilibrium geometry (ωB97M-V/def2-TZVPD, the Open Molecules 2025 dataset).

Structure (XYZ):
```
81
Properties=species:S:1:pos:R:3:forces:R:3
W 0.368610 0.009283 0.024365 -0.908 0.138 1.530
C 2.116836 -0.112753 -1.357735 1.066 -0.090 -1.709
C 1.343610 -1.301933 -1.448217 1.515 -0.231 -0.866
C 0.033507 -0.873404 -1.922481 -0.068 -1.179 0.024
Si 2.092167 -3.010211 -1.069640 -0.701 0.275 0.918
C 0.031370 0.538344 -2.048130 0.028 1.067 -0.192
C 1.343088 1.042343 -1.662884 1.547 0.034 -0.824
Si 2.087574 2.792628 -1.590496 -0.710 -0.160 0.948
H 3.181483 -0.094784 -1.125311 -0.416 0.051 0.329
H -0.772406 -1.528674 -2.228282 0.049 0.094 0.135
H -0.773954 1.123541 -2.470278 0.022 -0.022 0.138
Cl -1.776319 0.061801 0.642039 -3.689 0.106 1.001
C 3.951714 2.827268 -1.523640 0.178 -0.250 -0.244
C 1.440653 3.774637 -3.032020 0.126 0.130 -0.338
C 3.956257 -3.030807 -0.984057 0.206 0.219 -0.290
C 1.464672 -4.230922 -2.325772 0.122 -0.197 -0.332
H 1.989572 3.453559 -3.927912 -0.162 0.144 0.055
H 1.614981 4.849770 -2.889319 -0.036 -0.208 -0.084
H 0.372602 3.614407 -3.217805 0.201 0.040 0.051
H 4.336013 2.236277 -0.681899 -0.108 0.131 -0.138
H 4.320912 3.858392 -1.418817 -0.160 -0.249 -0.009
H 4.367139 2.413457 -2.452623 0.033 0.083 0.186
H 1.992206 -4.038090 -3.270700 -0.160 -0.135 0.096
H 0.389163 -4.141581 -2.518650 0.224 -0.024 0.056
H 1.681750 -5.263867 -2.018579 -0.055 0.214 -0.108
H 4.378889 -2.783345 -1.967695 0.027 -0.049 0.199
H 4.327496 -4.027561 -0.701196 -0.181 0.250 -0.051
H 4.336641 -2.302776 -0.255148 -0.116 -0.155 -0.116
C 1.433658 3.528107 0.052202 0.113 0.388 -0.443
C 1.429663 -3.455612 0.671574 0.114 -0.444 -0.357
P -0.164062 2.740047 0.428103 0.211 -0.164 -0.088
H 1.354824 4.624811 -0.010498 0.131 -0.287 0.100
H 2.135769 3.286167 0.866149 -0.199 -0.122 -0.219
P -0.171520 -2.619917 0.895960 0.207 0.122 -0.202
H 2.123625 -3.072577 1.436899 -0.184 0.069 -0.247
H 1.351399 -4.546831 0.799259 0.143 0.306 0.045
C -0.728239 -3.054854 2.611667 -0.095 0.242 0.103
C -1.382200 -3.665381 -0.137538 0.764 0.474 -0.052
C -1.390032 3.587023 -0.753614 0.743 -0.410 -0.029
C -0.708710 3.464067 2.048778 -0.070 -0.221 0.150
C -0.376636 2.505596 3.198215 -0.010 0.090 0.244
H -1.806385 3.537318 1.969248 0.337 -0.006 0.070
C -0.145206 4.862599 2.328378 0.004 0.065 0.102
H 0.951905 4.852185 2.390642 -0.274 -0.038 0.011
H -0.529242 5.202117 3.301843 0.103 -0.004 -0.238
H -0.435220 5.597814 1.568250 0.128 -0.186 0.260
H -0.881705 1.538605 3.084842 0.130 0.207 -0.033
H -0.700936 2.965103 4.143599 0.050 -0.176 -0.141
H 0.702191 2.315866 3.273002 -0.216 0.033 -0.079
H -1.129860 3.124730 -1.718605 -0.121 0.220 0.201
C -1.221456 5.111441 -0.895904 -0.177 0.042 -0.129
C -2.856560 3.242259 -0.430604 -0.209 -0.095 -0.092
H -0.186948 5.455231 -1.020171 -0.263 -0.179 0.017
H -1.663979 5.638225 -0.038189 0.135 -0.168 -0.262
H -1.781106 5.427161 -1.791266 0.142 -0.016 0.253
H -3.277546 2.576904 -1.197060 0.090 0.214 0.292
H -3.451214 4.168625 -0.415093 0.087 -0.325 -0.001
H -2.985486 2.737522 0.533499 0.000 0.087 -0.264
H -1.105095 -3.383451 -1.164662 -0.120 -0.170 0.225
C -2.850134 -3.260593 0.096478 -0.222 0.059 -0.090
C -1.214009 -5.189435 -0.001781 -0.180 -0.065 -0.123
H -0.179024 -5.549406 -0.060604 -0.264 0.184 -0.017
H -1.771619 -5.661918 -0.826083 0.134 0.055 0.233
H -1.656830 -5.554299 0.935417 0.121 0.116 -0.268
H -3.263184 -2.750672 -0.785367 0.125 -0.157 0.306
H -2.986751 -2.582971 0.947163 0.011 -0.138 -0.236
H -3.447553 -4.165789 0.280730 0.064 0.295 -0.051
C -0.416294 -1.905947 3.577800 -0.044 -0.001 0.217
C -0.156190 -4.376429 3.138213 -0.023 -0.051 0.098
H -1.824112 -3.150679 2.532692 0.322 0.013 0.082
H 0.940191 -4.342240 3.206670 -0.284 0.020 0.009
H -0.434807 -5.237417 2.518110 0.145 0.242 0.220
H -0.550389 -4.542744 4.151718 0.122 -0.034 -0.225
H 0.659228 -1.687203 3.614568 -0.227 -0.052 -0.039
H -0.740099 -2.197797 4.587383 0.075 0.140 -0.156
H -0.939187 -0.981924 3.298011 0.157 -0.236 0.000
C -3.960519 -0.255970 -2.472427 -0.265 -0.133 -0.538
H -3.896711 -0.501824 -3.538936 0.051 0.120 0.529
H -4.269027 -1.047189 -1.786864 0.192 0.527 -0.126
H -3.953427 0.796759 -2.190066 0.024 -0.528 0.091
Br 2.211831 0.149387 1.787555 0.396 0.050 0.525
```
Forces are in eV/Å.

Spin multiplicity: 3
Gap between HOMO and LUMO (spin up / spin down) in Eh: 0.2381 / 0.2312
Highest occupied orbital energy (spin up / spin down) in eV: -5.89 / -6.26
⟨S²⟩: 2.009


# C17H44Cu2O17PbS5

A molecular structure, C17H44Cu2O17PbS5 in a non-equilibrium geometry (ωB97M-V/def2-TZVPD, the Open Molecules 2025 dataset).

Structure (XYZ):
```
86
Properties=species:S:1:pos:R:3:forces:R:3
Pb -3.484125 -3.796848 -2.196901 2.519 2.049 1.371
Cu -0.193645 2.696052 -2.302061 0.055 -1.860 1.088
Cu -2.328645 -0.242168 -2.468921 1.075 -0.316 0.676
O -0.491735 0.613322 -1.487351 -1.904 0.894 -0.852
C 0.091605 -0.456748 -0.803841 0.671 -0.683 -0.606
C -0.815945 -1.648218 -0.245211 -1.213 1.643 0.489
O -1.710615 -2.266978 -1.159751 -0.938 -1.231 -2.122
H 0.745065 -0.041908 -0.036371 -0.275 -0.216 0.888
H 0.829265 -0.892448 -1.477731 0.087 -0.647 -0.294
H -1.544335 -1.277898 0.476179 0.264 0.972 0.621
H -0.200495 -2.285508 0.389749 0.442 -0.591 -0.708
O -1.138105 -3.498998 -4.049211 -0.061 0.614 1.359
S -0.656285 -2.266738 -4.630711 0.960 1.161 -3.702
O -1.115885 -0.904048 -4.204601 0.764 -2.731 -0.043
O 1.024835 -2.329038 -4.846111 -3.547 -1.086 2.345
C 1.681065 -1.090138 -5.066861 -2.092 1.122 -1.251
C 2.962885 -1.416158 -5.706661 0.917 0.991 0.606
C -1.000455 -2.537388 -6.436441 0.126 0.120 1.077
H 1.728145 -0.441828 -4.191891 0.463 -0.541 0.480
H 1.012475 -0.510418 -5.703271 0.070 0.158 -0.525
H 3.529195 -1.749698 -4.837091 0.970 -0.211 -0.699
H 3.270145 -0.433478 -6.064461 0.842 -0.065 0.109
H 3.012695 -2.081858 -6.568321 -0.514 -0.185 0.379
H -0.659295 -3.555558 -6.623661 0.509 0.204 0.097
H -0.424295 -1.778658 -6.966031 -0.282 -0.178 -0.182
H -2.060475 -2.578198 -6.687011 -0.038 0.658 0.321
O -2.530685 0.720892 5.438779 1.300 -1.088 2.100
S -1.544325 0.311402 6.471229 1.678 1.473 -2.688
O -1.866195 -0.768018 7.409379 -0.346 0.086 -0.273
O -0.158315 -0.074478 5.724059 -2.153 0.641 0.972
C 0.239875 0.541182 4.444049 -1.108 -0.299 -2.001
C -0.462555 -0.161868 3.190169 0.889 -1.063 1.296
C -0.988165 1.731302 7.493009 -0.412 -0.416 0.120
H 1.322375 0.430532 4.507579 -0.207 -0.317 -0.359
H 0.066135 1.613892 4.359169 -0.322 0.096 0.759
H -0.002855 -1.149208 3.146089 0.645 -0.006 -0.615
H -0.422105 0.368892 2.238979 0.489 0.148 0.393
H -1.482055 -0.538268 3.274009 -0.451 0.885 0.898
H -0.647665 2.434142 6.732629 -0.021 0.003 -0.137
H -0.178465 1.418652 8.152349 -0.072 -0.191 -0.126
H -1.846145 2.105312 8.051669 -0.045 -0.098 -0.086
O 1.810005 -2.991998 2.878089 1.274 2.106 -1.386
S 2.927715 -2.309638 2.207629 -0.259 -1.075 0.191
O 4.241965 -2.788978 2.520649 -0.439 0.535 -0.332
O 2.653475 -2.452868 0.621779 -0.494 0.037 1.520
C 3.618015 -1.890178 -0.266131 -0.458 -0.290 -1.511
C 3.494195 -2.673018 -1.530751 0.909 -1.333 -0.707
C 2.966655 -0.481418 2.412809 -1.309 -1.044 0.416
H 4.636845 -2.111918 0.051559 -0.067 0.925 0.569
H 3.309965 -0.888948 -0.567351 0.536 0.593 0.987
H 4.225925 -2.340488 -2.267021 0.039 0.344 0.008
H 2.529615 -2.729168 -2.035261 -0.165 0.096 0.415
H 3.861425 -3.660848 -1.252501 -0.470 -0.413 -0.425
H 3.765955 0.027272 1.873879 0.269 -0.487 0.411
H 2.961515 -0.442488 3.502109 0.782 0.432 -0.024
H 2.022595 -0.024138 2.116609 -0.066 -0.335 -0.290
O -4.871295 -2.358688 -0.601101 0.445 0.391 -0.117
S -4.690565 -0.989598 -0.128341 -1.441 4.379 -0.729
O -3.833295 -0.011788 -0.910161 -1.584 -2.814 1.895
O -6.251755 -0.320778 -0.183811 2.371 -2.499 0.707
C -6.479635 1.109122 -0.256261 1.310 0.860 -2.047
C -7.059965 1.364482 -1.683311 -1.209 -0.968 1.202
C -4.371225 -0.928278 1.722799 -0.550 0.581 -1.527
H -5.504315 1.595172 -0.231771 0.143 0.081 0.079
H -7.006785 1.501142 0.613539 -0.555 -0.603 -0.225
H -6.475465 0.903342 -2.479441 0.816 0.862 0.148
H -7.413155 2.388232 -1.806911 0.589 0.023 -0.274
H -7.951075 0.752442 -1.822721 -0.455 0.068 0.530
H -4.762505 0.060182 1.963509 0.147 0.101 -0.023
H -3.306245 -0.973168 1.950659 -0.202 -0.407 -0.212
H -5.047425 -1.651748 2.178259 0.380 -0.275 -0.143
O 1.145825 3.182512 -0.657421 -0.408 -1.023 0.737
S 1.507495 3.067682 0.757269 2.629 2.652 1.290
O 0.923415 2.144382 1.736619 1.243 1.171 -2.294
O 3.189305 2.979732 0.789239 -4.856 -1.738 1.310
C 3.994315 3.641132 -0.153761 1.923 0.348 -0.116
C 4.911215 2.523202 -0.661761 -0.226 0.816 -0.669
C 1.403535 4.803622 1.383309 -0.758 -0.950 -0.380
H 4.446315 4.401292 0.483379 0.763 -0.001 -0.330
H 3.539685 4.211782 -0.963561 -0.700 -0.509 -0.009
H 5.698435 2.928402 -1.297521 0.158 -0.036 0.184
H 4.292845 1.902562 -1.310251 0.018 -0.237 0.029
H 5.321435 1.912912 0.142829 0.025 0.260 -0.020
H 1.861575 5.455012 0.638999 0.156 -0.248 0.034
H 1.861375 4.910972 2.366659 0.017 -0.287 -0.174
H 0.340165 5.040772 1.416379 -0.008 0.014 0.126
```
Forces are in eV/Å.

ΔE to the lowest compared entry with this formula, charge and spin in kcal/mol: 0.0
Spin multiplicity: 4
Gap between HOMO and LUMO (spin up / spin down) in Eh: 0.1527 / 0.0638
Highest occupied orbital energy (spin up / spin down) in eV: -13.83 / -15.56
Total charge: +3
⟨S²⟩: 3.770


# C4H9NO3

C4H9NO3 in the gas phase in a non-equilibrium geometry (ωB97M-V/def2-TZVPD, the Open Molecules 2025 dataset).

Structure (XYZ):
```
17
Properties=species:S:1:pos:R:3:forces:R:3
C -0.539350 0.054491 -0.349807 -0.784 -0.539 0.454
C -1.847388 -0.491451 0.196491 0.586 -0.859 -0.926
C 0.638038 -0.375750 0.548857 0.148 -2.368 -3.613
C 1.801163 -0.839039 -0.481837 -1.591 2.198 0.298
H 0.075159 2.047847 -0.149489 -0.887 -0.758 0.226
H -0.578533 1.679732 -1.499699 -0.159 0.481 -2.794
H -0.502673 -0.440303 -1.300547 0.353 -0.261 -0.487
H 0.359159 -1.210667 1.215133 -0.108 -0.114 -0.918
H 1.070258 0.335398 2.277507 -0.193 1.137 -2.482
H 1.480196 -0.917001 -1.533075 0.074 0.354 0.518
H 2.736914 -0.316549 -0.394953 0.155 0.798 0.056
H 2.023463 -1.771740 -0.180279 0.895 -3.588 0.806
H -2.189232 1.314733 0.212279 -0.522 -1.031 0.235
N -0.704874 1.495390 -0.565426 1.690 0.459 2.514
O -2.095671 -1.672257 0.217461 0.162 -0.133 0.447
O 0.949812 0.661806 1.315854 1.647 2.047 4.945
O -2.676445 0.445352 0.471528 -1.466 2.176 0.721
```
Forces are in eV/Å.

ΔE to the lowest compared entry with this formula, charge and spin in kcal/mol: 41.0
Gap between HOMO and LUMO in Eh: 0.3665
SMILES: C[C@@H](O)[C@H](N)C(=O)O
Highest occupied orbital energy in eV: -9.55